Entry 1:
Molecular formula: C4H4ClNOS
Method: DFT, the ωB97M-V functional and the def2-TZVPD basis

Summary:
energy relative to the best compared isomer or geometry (same formula, charge and spin): 93.1 kcal/mol
2S+1: 1
gap between HOMO and LUMO: 0.3244 hartree
total energy: -31103.6707 eV

Geometry (Å):
C1 0.31181 -0.14969 1.27628
C2 0.86692 -1.12799 0.40750
C3 0.02392 1.10737 0.87723
C4 0.68007 -0.95244 -0.92937
N1 -1.54863 -0.06682 -1.15345
O1 0.30888 1.59474 -0.34930
S1 -0.16942 0.45783 -1.59177
Cl1 -2.54569 1.22297 -1.53637
H1 0.24483 -0.35812 2.26400
H2 1.23248 -2.01224 0.90327
H3 -0.52720 1.86005 1.49830
H4 1.12203 -1.57566 -1.66633

These are the Mulliken partial charges, in e, on atoms 1 to 8: C -0.19; C -0.21; C -0.33; C -0.38; N -0.22; O -0.40; S 0.32; Cl -0.16

***

Entry 2:
Molecular formula: C2H3N3O2
Method: DFT, the ωB97M-V functional and the def2-TZVPD basis

Summary:
energy relative to the best compared isomer or geometry (same formula, charge and spin): 114.3 kcal/mol
2S+1: 1
gap between HOMO and LUMO: 0.3821 hartree
total energy: -10683.5006 eV

Geometry (Å):
N1 -1.71851 -0.03837 -0.07658
C1 -0.52392 -0.48874 0.37777
N2 -0.08487 -1.29485 1.25056
O1 0.58035 -1.21001 -0.18382
C2 1.62554 0.22953 -0.23020
O2 2.74882 0.01057 -0.50781
N3 0.64293 1.00628 0.04661
H1 -1.66834 0.55399 -0.89249
H2 -2.45276 -0.73228 -0.08532
H3 0.85076 1.96389 0.30130

These are the Mulliken partial charges, in e, on atoms 1 to 8: N -0.49; C 0.98; N -0.49; O -0.33; C 0.52; O -0.44; N -0.48; H 0.26

***

Entry 3:
Molecular formula: C49H26F15GeKN2O3S5
Method: DFT, the ωB97M-V functional and the def2-TZVPD basis

Summary:
energy relative to the best compared isomer or geometry (same formula, charge and spin): 14.9 kcal/mol
2S+1: 1
net charge: -2
gap between HOMO and LUMO: 0.2094 hartree
total energy: -228138.2269 eV

Geometry (Å):
K1 -0.57265 1.28624 -0.26615
S1 -1.80336 5.26790 -3.60715
C1 -3.01750 4.09997 -3.98798
C2 -4.12879 4.19400 -4.81869
C3 -4.96085 3.09667 -4.93991
C4 -4.69321 1.91695 -4.23565
C5 -3.58986 1.82325 -3.41162
C6 -2.73693 2.92032 -3.28975
N1 -1.60615 2.93517 -2.50107
C7 -1.00513 4.08020 -2.54923
C8 0.21587 4.47474 -1.80505
C9 0.68940 5.77795 -2.00002
C10 1.81439 6.20369 -1.32390
C11 2.44951 5.30311 -0.46780
C12 1.94879 4.02172 -0.31131
C13 0.79222 3.51140 -0.95326
H1 -4.34311 5.10637 -5.35893
H2 -5.83054 3.15052 -5.58236
H3 -5.36018 1.07016 -4.33116
H4 -3.38016 0.92278 -2.85144
H5 0.19269 6.47510 -2.66781
H6 2.18905 7.21193 -1.45680
H7 3.33788 5.61668 0.07085
H8 2.49461 3.36537 0.36336
F1 -0.70142 -2.76142 -0.01903
C14 -0.56950 -2.83418 1.32260
C15 0.68393 -2.81064 1.91329
C16 0.69565 -2.92091 3.28711
F2 1.85623 -2.88672 3.97767
C17 -0.45460 -3.04313 4.05178
F3 -0.38285 -3.15047 5.38529
C18 -1.68610 -3.04387 3.42486
F4 -2.80959 -3.15464 4.14439
C19 -1.74639 -2.94303 2.04367
F5 -2.93256 -2.97234 1.42443
Ge1 2.23992 -2.36997 0.76584
S2 1.94197 -0.60126 -0.29434
C20 3.82941 -2.57056 1.93882
C21 4.69599 -1.54235 2.26646
F6 4.49073 -0.29304 1.85472
C22 5.82733 -1.75058 3.04863
F7 6.64697 -0.73388 3.35261
C23 6.11377 -3.01963 3.51755
F8 7.20490 -3.23162 4.27091
C24 5.26701 -4.07201 3.21297
F9 5.53354 -5.30242 3.67608
C25 4.14722 -3.82012 2.44011
F10 3.33557 -4.87037 2.20578
C26 2.55475 -3.92474 -0.48085
C27 1.71937 -4.99964 -0.71921
F11 0.64215 -5.23957 0.05550
C28 1.92741 -5.91374 -1.74121
F12 1.07799 -6.93408 -1.93590
C29 3.02675 -5.76737 -2.56569
F13 3.24798 -6.64622 -3.55635
C30 3.90689 -4.72092 -2.34854
F14 4.99047 -4.59195 -3.12245
C31 3.65594 -3.82976 -1.31529
F15 4.55881 -2.85218 -1.14397
O1 -2.26967 1.38040 1.20156
C32 -1.95245 1.96465 2.37776
C33 -2.97726 1.60031 3.44964
C34 -2.94439 1.65984 4.81120
C35 -4.17133 1.26402 5.40881
C36 -5.10005 0.90670 4.47514
S3 -4.48961 1.03821 2.88267
C37 -1.98721 3.49305 2.19645
C38 -1.69136 4.56215 2.98935
C39 -1.90148 5.80567 2.32970
C40 -2.36115 5.64123 1.05389
S4 -2.53448 3.99142 0.65392
C41 -0.55755 1.53490 2.85252
C42 0.63104 2.20409 2.84886
C43 1.73283 1.38830 3.23886
C44 1.35636 0.11800 3.54403
S5 -0.32591 -0.09946 3.34362
H9 -2.06603 1.96655 5.36070
H10 -4.34728 1.22934 6.47434
H11 -6.09932 0.54856 4.65353
H12 -1.32281 4.46256 3.99995
H13 -1.69879 6.76863 2.77716
H14 -2.56624 6.40939 0.32876
H15 0.71793 3.22772 2.51617
H16 2.75806 1.72326 3.25181
H17 1.98270 -0.70590 3.84300
O2 1.73302 -2.38727 -4.94302
C45 1.07457 -1.35109 -4.38423
O3 1.22445 -0.22359 -4.75952
C46 0.18054 -1.77374 -3.22078
N2 -0.14018 -3.20646 -3.35562
C47 -1.46560 -3.30506 -4.01168
C48 -1.89961 -1.86186 -4.31000
C49 -1.16437 -1.06831 -3.23597
H18 0.74869 -1.59121 -2.30251
H19 -0.16132 -3.63114 -2.43877
H20 1.34035 -3.17585 -4.49626
H21 -2.17389 -3.78474 -3.33053
H22 -1.40829 -3.91616 -4.91553
H23 -2.98381 -1.75227 -4.26529
H24 -1.57412 -1.54432 -5.30290
H25 -1.65558 -1.23190 -2.27138
H26 -1.12102 0.00850 -3.37477

These are the Mulliken partial charges, in e, on atoms 1 to 8: K 1.23; S -0.50; C 1.00; C -0.68; C -0.46; C -0.84; C -0.11; C -0.77